<A>
Below is the ion C4H5N2O2S with charge -1, with properties calculated with ωB97M-V/def2-TZVPD.

Structure (XYZ):
```
14
C4H5N2O2S, DFT ωB97M-V/def2-TZVPD
S -0.178 -0.212 2.025
O 2.286 -2.147 1.102
O 0.800 2.982 0.291
N 0.059 1.338 1.440
N -0.844 -1.280 -0.549
C -0.496 -0.267 -1.596
C 1.278 -1.739 0.620
C 0.037 -1.329 0.574
C 1.184 1.835 0.691
H -1.226 -0.564 -2.477
H 0.436 -0.399 -2.034
H -0.739 0.737 -1.082
H -0.771 1.992 1.246
H -1.824 -0.947 -0.253
```

The HOMO energy comes out at -2.6 eV. As for the frontier orbital gap: 0.2217 Eh. As for the total charge: -1.

Löwdin atomic charge list, values in e, 6 entries:
1. S 0.822
2. O 0.089
3. O -0.265
4. N -0.500
5. N -0.155
6. C -0.128


<B>
Below is the ion C4H5N2O2S with charge -1, with properties calculated with ωB97M-V/def2-TZVPD.

Structure (XYZ):
```
14
C4H5N2O2S, DFT ωB97M-V/def2-TZVPD
S -4.523 -0.761 -2.420
O -5.064 -0.040 -3.575
O -5.540 -1.512 -1.681
N 0.408 0.464 -0.346
N -4.173 0.741 -1.189
C -0.871 0.446 -0.270
C 1.146 -0.411 0.515
C -1.709 1.200 -1.123
C -3.026 1.020 -1.130
H 0.613 -0.666 1.448
H 1.374 -1.348 -0.007
H -1.262 1.895 -1.815
H 2.096 0.066 0.769
H -1.392 -0.196 0.462
```

The HOMO energy comes out at -4.1 eV. As for the frontier orbital gap: 0.2849 Eh. As for the total charge: -1.

Löwdin atomic charge list, values in e, 6 entries:
1. S 0.661
2. O -0.524
3. O -0.530
4. N -0.075
5. N -0.023
6. C -0.263


Pick <B>: it beats the second-best structure by 0.1142 hartree.